{"formula": "C8H7N5", "method": "the ωB97M-V functional and the def2-TZVPD basis", "symbols": ["C", "C", "N", "C", "N", "C", "C", "N", "C", "N", "C", "C", "N", "H", "H", "H", "H", "H", "H", "H"], "xyz": [[0.8572, 3.0777, 1.0621], [0.1917, 1.6892, 1.0925], [0.6647, 0.8757, -0.0578], [0.1381, -0.4417, -0.3009], [-0.7551, -0.5259, -1.3121], [-1.1316, -1.8075, -1.6802], [-2.1273, -1.8729, -2.7422], [-2.8669, -2.1908, -3.5567], [-0.8094, -2.8870, -0.9275], [0.1222, -2.9055, 0.1813], [0.3839, -1.6004, 0.4918], [1.2374, -1.2832, 1.5801], [2.2144, -1.0831, 2.2640], [0.3653, 3.5842, 0.3229], [1.9739, 3.0801, 0.5669], [0.6451, 3.5602, 2.0085], [0.4842, 1.2748, 2.0483], [-0.8801, 1.9107, 1.1122], [0.4171, 1.4642, -0.9696], [-1.1249, -3.9188, -1.1837]], "atomic_forces_ev_per_a": [[2.76, -1.75, -0.94], [1.12, 0.57, 0.35], [-1.47, 0.40, -2.14], [-2.67, 1.34, -1.18], [1.55, -1.45, 0.04], [-0.71, 2.89, 0.97], [0.86, -0.91, 0.60], [-0.35, 0.29, -0.33], [2.60, -3.26, 1.81], [-3.13, 3.93, -2.11], [0.94, -0.98, -0.55], [6.39, 0.13, 4.01], [-5.31, -0.82, -3.11], [-1.53, 1.83, -1.84], [-2.38, -0.21, 2.19], [0.75, 0.26, 0.10], [-0.06, -0.77, -0.04], [-0.13, -0.60, -0.22], [0.69, -1.85, 2.42], [0.07, 0.97, -0.02]], "lowdin_charge": [-0.101, -0.274, 0.011, -0.252, 0.177, -0.269, -0.153, 0.172, -0.041, 0.181, -0.236, -0.143, 0.190, 0.014, 0.141, 0.072, 0.090, 0.114, 0.177, 0.130], "total_energy_ev": -15856.827, "e_above_lowest_ev": 1.864, "smiles": "CCNc1nc(C#N)cnc1C#N", "fmax_ev_per_a": 7.54, "mol_weight_g_mol": 173.179, "e_homo_ev": -9.989, "gap_ev": 8.40}